# 1
The following is a DFT calculation (ωB97M-V/def2-TZVPD) of the ion C6H9O5P with charge -2 at a distorted geometry.

The value obtained for the LUMO energy is 0.226 hartree. Its charge is -2. The value obtained for the calculated total energy is -951.59104 Ha. The max |F| comes out at 2.47 eV/A. The orbital gap is 6.26 eV. As for the highest occupied orbital energy: -0.11 eV. The energy above the lowest of the compared OMol25 structures with the same formula, charge and spin is 0.7683 eV. As for the SMILES: CC(C)/C(POC(=O)[O-])=C(\[O-])O.

Geometry (Å):
1 C 1.160 1.184 -0.975
2 C 1.329 -0.240 -0.432
3 C 2.295 -0.306 0.851
4 C 0.022 -0.861 -0.117
5 P -1.225 -0.075 1.004
6 O -1.833 1.267 0.223
7 C -3.292 1.647 0.248
8 O -3.405 2.862 0.019
9 O -4.099 0.770 0.513
10 C -0.234 -2.132 -0.668
11 O 0.531 -2.889 -1.289
12 O -1.410 -2.783 -0.178
13 H 0.310 1.770 -0.549
14 H 0.605 0.931 -1.863
15 H 2.129 1.766 -1.150
16 H 1.804 -0.770 -1.331
17 H 2.094 -1.148 1.442
18 H 2.029 0.483 1.601
19 H 3.382 -0.262 0.705
20 H -0.326 0.903 1.606
21 H -1.865 -2.116 0.340

Atom charges from the natural (NBO) analysis, given in e for atoms 1 to 6: -0.6477 -0.2209 -0.6221 -0.7168 0.7870 -0.9256

# 2
The following is a DFT calculation (ωB97M-V/def2-TZVPD) of a structure of composition C6H9O5Sc at a distorted geometry.

The value obtained for the LUMO energy (alpha / beta) is -0.198 / -0.206 hartree. Its charge is +1. The value obtained for the calculated total energy is -1370.68786 Ha. The max |F| comes out at 4.24 eV/A. The orbital gap (alpha / beta) is 7.08 / 7.23 eV. Its spin multiplicity is 2. As for the highest occupied orbital energy (alpha / beta): -12.48 / -12.84 eV. Its expectation value of S² is 0.75.

Geometry (Å):
1 O 0.202 -0.834 0.193
2 C -0.927 -0.640 -0.491
3 O -1.452 -1.390 -1.256
4 O -1.484 0.439 0.109
5 C -2.774 0.835 -0.213
6 C 1.021 -1.991 -0.123
7 H 0.367 -2.870 -0.077
8 H 1.395 -1.870 -1.146
9 C 2.140 -2.052 0.884
10 H 2.519 -1.047 1.113
11 H 1.809 -2.537 1.812
12 H 2.963 -2.642 0.460
13 C -3.299 1.901 0.371
14 H -3.239 0.236 -0.996
15 H -4.307 2.205 0.097
16 H -2.730 2.516 1.070
17 O 2.754 2.891 -1.351
18 C 1.867 2.193 -0.876
19 O 1.560 2.104 0.359
20 Sc 0.363 1.030 1.622
21 H 1.253 1.523 -1.564

Atom charges from the natural (NBO) analysis, given in e for atoms 1 to 6: -0.5943 0.9909 -0.5172 -0.5840 0.0856 -0.0746

# 3
The following is a DFT calculation (ωB97M-V/def2-TZVPD) of a structure of composition C6H9O6Zn.

The value obtained for the LUMO energy is 0.122 hartree. Its charge is -1. The value obtained for the calculated total energy is -2465.02936 Ha. The max |F| comes out at 0.63 eV/A. The orbital gap is 9.20 eV. As for the highest occupied orbital energy: -5.88 eV. The energy above the lowest of the compared OMol25 structures with the same formula, charge and spin is 0.0270 eV.

Geometry (Å):
1 Zn -0.008 0.099 0.070
2 C 2.553 -1.785 2.423
3 C 1.568 -1.052 1.564
4 O 1.294 -1.542 0.431
5 O 1.051 0.029 1.950
6 H 3.448 -1.943 1.815
7 H 2.176 -2.770 2.689
8 H 2.819 -1.210 3.307
9 C -3.525 -1.676 -0.575
10 C -2.228 -0.975 -0.284
11 O -1.388 -0.852 -1.225
12 O -1.992 -0.531 0.866
13 H -4.187 -1.029 -1.152
14 H -4.033 -1.981 0.340
15 H -3.363 -2.569 -1.180
16 C 0.969 3.389 -1.912
17 C 0.678 2.134 -1.126
18 O 1.183 1.040 -1.475
19 O -0.143 2.199 -0.160
20 H 0.213 4.132 -1.677
21 H 0.944 3.119 -2.969
22 H 1.970 3.773 -1.719

Atom charges from the natural (NBO) analysis, given in e for atoms 1 to 6: 1.6744 -0.7166 0.7566 -0.8009 -0.7840 0.2209

# 4
The following is a DFT calculation (ωB97M-V/def2-TZVPD) of an isolated molecule of C6H9PS2 at a distorted geometry.

The value obtained for the LUMO energy is 0.003 hartree. The value obtained for the calculated total energy is -1371.63309 Ha. The max |F| comes out at 6.31 eV/A. The orbital gap is 8.88 eV. As for the highest occupied orbital energy: -8.79 eV. The energy above the lowest of the compared OMol25 structures with the same formula, charge and spin is 0.7330 eV. As for the SMILES: SCC1=P(CS)=CC=C1.

Geometry (Å):
1 S 2.011 2.181 0.313
2 C 2.223 0.439 -0.085
3 C 0.719 -0.576 0.205
4 P -0.671 0.260 0.916
5 C -1.437 1.207 -0.554
6 S -3.165 1.608 -0.153
7 C -1.548 -1.346 0.724
8 C -0.782 -2.232 0.021
9 C 0.573 -1.850 -0.202
10 H 1.267 1.877 1.378
11 H 2.519 0.489 -1.075
12 H 3.060 -0.112 0.374
13 H -1.425 0.533 -1.315
14 H -0.696 1.948 -0.771
15 H -3.017 2.901 0.180
16 H -2.604 -1.259 1.088
17 H -1.081 -3.248 -0.283
18 H 1.373 -2.557 -0.690

Atom charges from the natural (NBO) analysis, given in e for atoms 1 to 6: -0.0234 -0.5317 -0.2809 0.7520 -0.7569 -0.0167

# 5
The following is a DFT calculation (ωB97M-V/def2-TZVPD) of a cluster of 2 separate species, C6N4O4 in total at a distorted geometry.

The value obtained for the LUMO energy (alpha / beta) is -0.039 / -0.167 hartree. The value obtained for the calculated total energy is -748.39617 Ha. The max |F| comes out at 3.89 eV/A. The orbital gap (alpha / beta) is 5.80 / 5.36 eV. Its spin multiplicity is 3. As for the highest occupied orbital energy (alpha / beta): -6.87 / -9.90 eV. Its expectation value of S² is 2.08.

Geometry (Å):
1 C 1.031 0.487 -0.095
2 C -1.062 -0.107 -0.903
3 C 0.025 1.014 0.873
4 C 0.418 -0.094 -1.225
5 C 0.596 -1.699 1.330
6 C -1.281 0.346 0.423
7 N 3.413 0.581 0.103
8 N -3.014 -0.881 -1.964
9 N 2.307 0.702 -0.062
10 N -2.067 -0.476 -1.578
11 O 0.213 1.655 1.892
12 O 0.912 -0.514 -2.215
13 O 0.827 -1.302 2.374
14 O -2.317 0.290 1.046

Atom charges from the natural (NBO) analysis, given in e for atoms 1 to 6: -0.0298 -0.0029 0.3514 0.4770 0.4609 0.3332

# 6
The following is a DFT calculation (ωB97M-V/def2-TZVPD) of a structure of composition C70H140F30N9O24P3S10 at a distorted geometry.

The value obtained for the LUMO energy is -0.126 hartree. Its charge is +2. The value obtained for the calculated total energy is -13050.99102 Ha. The max |F| comes out at 4.27 eV/A. The orbital gap is 8.88 eV. As for the highest occupied orbital energy: -12.30 eV.

Geometry (Å):
1 C -3.129 -5.325 9.435
2 C -3.995 -5.033 8.224
3 C -3.257 -4.456 7.014
4 C -4.163 -4.246 5.828
5 P -3.239 -3.845 4.346
6 C -2.006 -2.613 4.681
7 C -2.579 -1.322 5.181
8 C -1.493 -0.424 5.860
9 C -2.240 0.769 6.583
10 C -2.373 -5.303 3.741
11 C -3.157 -6.638 3.569
12 C -2.515 -7.548 2.530
13 C -1.080 -8.009 3.010
14 C -4.409 -3.286 3.078
15 C -3.819 -3.286 1.695
16 C -4.831 -2.883 0.664
17 C -5.762 -4.084 0.402
18 H -3.734 -5.390 10.349
19 H -2.429 -4.484 9.706
20 H -2.532 -6.226 9.282
21 H -4.823 -4.274 8.383
22 H -4.634 -5.877 7.907
23 H -2.529 -5.172 6.653
24 H -2.703 -3.475 7.222
25 H -4.839 -3.424 6.122
26 H -4.779 -5.147 5.543
27 H -1.274 -2.599 3.884
28 H -1.469 -3.095 5.504
29 H -3.332 -1.572 5.985
30 H -3.171 -0.897 4.341
31 H -0.919 0.080 5.100
32 H -0.878 -0.997 6.622
33 H -1.486 1.373 7.146
34 H -2.957 0.309 7.284
35 H -2.740 1.454 5.887
36 H -1.515 -5.369 4.402
37 H -2.012 -4.937 2.729
38 H -4.213 -6.417 3.242
39 H -3.112 -7.103 4.662
40 H -2.517 -7.036 1.554
41 H -3.122 -8.432 2.414
42 H -0.425 -7.240 3.338
43 H -0.581 -8.603 2.210
44 H -1.237 -8.571 3.943
45 H -4.662 -2.256 3.366
46 H -5.388 -3.801 3.166
47 H -3.363 -4.162 1.280
48 H -2.964 -2.557 1.638
49 H -4.353 -2.648 -0.298
50 H -5.374 -2.018 1.029
51 H -5.092 -4.838 -0.019
52 H -6.631 -3.806 -0.199
53 H -6.236 -4.405 1.342
54 C 0.126 4.317 6.195
55 C -0.846 4.354 5.042
56 C -2.278 4.363 5.598
57 C -3.220 4.662 4.412
58 P -4.890 5.008 4.772
59 C -5.754 3.670 5.674
60 C -5.813 2.272 4.944
61 C -6.328 1.286 5.947
62 C -7.755 1.408 6.549
63 C -4.973 6.585 5.677
64 C -6.275 7.373 5.397
65 C -7.294 7.163 6.591
66 C -8.676 7.713 6.422
67 C -5.780 5.158 3.251
68 C -5.458 6.413 2.373
69 C -6.564 6.820 1.449
70 C -6.029 7.960 0.499
71 H 0.272 3.355 6.677
72 H -0.114 5.024 6.998
73 H 1.117 4.619 5.892
74 H -0.773 3.592 4.277
75 H -0.669 5.292 4.569
76 H -2.435 5.076 6.366
77 H -2.495 3.326 5.917
78 H -3.232 3.904 3.634
79 H -2.814 5.514 3.819
80 H -6.790 4.039 5.817
81 H -5.276 3.550 6.678
82 H -4.805 1.970 4.603
83 H -6.366 2.338 3.993
84 H -5.579 1.323 6.782
85 H -6.285 0.325 5.503
86 H -8.041 0.485 7.042
87 H -8.511 1.665 5.756
88 H -7.766 2.264 7.224
89 H -4.115 7.274 5.460
90 H -4.942 6.433 6.723
91 H -6.693 7.003 4.472
92 H -6.066 8.427 5.351
93 H -6.818 7.610 7.473
94 H -7.282 6.085 6.777
95 H -9.452 7.432 7.098
96 H -9.030 7.397 5.387
97 H -8.670 8.779 6.299
98 H -6.817 5.125 3.422
99 H -5.623 4.206 2.665
100 H -4.586 6.203 1.826
101 H -5.075 7.316 2.981
102 H -7.431 7.163 1.898
103 H -6.834 5.862 0.926
104 H -6.675 8.499 -0.175
105 H -5.215 7.568 -0.113
106 H -5.515 8.678 1.123
107 C 8.935 4.170 -3.690
108 C 9.265 2.993 -4.585
109 C 8.189 2.688 -5.649
110 C 6.767 2.727 -5.078
111 P 5.511 1.851 -6.070
112 C 4.712 0.641 -5.095
113 C 3.788 1.228 -3.947
114 C 3.507 0.226 -2.826
115 C 4.749 -0.212 -2.048
116 C 4.411 3.105 -6.748
117 C 5.165 3.877 -7.883
118 C 4.365 5.083 -8.358
119 C 2.959 4.669 -8.963
120 C 6.250 0.866 -7.409
121 C 5.147 0.228 -8.273
122 C 5.649 -0.203 -9.665
123 C 4.582 -1.044 -10.407
124 H 7.955 4.070 -3.176
125 H 8.798 5.091 -4.220
126 H 9.510 4.227 -2.801
127 H 9.424 2.070 -3.931
128 H 10.209 2.979 -5.146
129 H 8.364 1.707 -6.118
130 H 8.293 3.429 -6.444
131 H 6.465 3.797 -4.894
132 H 6.861 2.278 -4.062
133 H 5.434 -0.038 -4.605
134 H 4.156 -0.027 -5.788
135 H 2.923 1.606 -4.488
136 H 4.323 2.067 -3.514
137 H 3.024 -0.682 -3.255
138 H 2.683 0.691 -2.180
139 H 4.464 -0.725 -1.063
140 H 5.498 0.628 -1.920
141 H 5.275 -0.969 -2.570
142 H 4.169 3.783 -5.882
143 H 3.495 2.592 -7.167
144 H 5.465 3.280 -8.766
145 H 6.086 4.240 -7.449
146 H 4.955 5.600 -9.114
147 H 4.283 5.881 -7.619
148 H 3.045 3.658 -9.399
149 H 2.633 5.262 -9.806
150 H 2.201 4.642 -8.226
151 H 6.859 0.146 -6.876
152 H 6.894 1.540 -8.020
153 H 4.305 0.910 -8.305
154 H 4.775 -0.643 -7.730
155 H 6.648 -0.623 -9.628
156 H 5.713 0.771 -10.195
157 H 3.762 -0.451 -10.819
158 H 4.195 -1.768 -9.682
159 H 5.094 -1.468 -11.245
160 C -1.618 3.926 -5.804
161 C -0.536 3.905 -4.697
162 O 0.423 4.555 -4.582
163 N -0.890 3.011 -3.546
164 H -1.679 3.354 -3.009
165 H -1.385 2.149 -3.985
166 C 0.317 2.674 -2.701
167 H -1.392 4.684 -6.593
168 H -2.538 4.231 -5.250
169 H -1.789 2.961 -6.205
170 H 0.457 3.505 -1.956
171 H 1.251 2.572 -3.208
172 H 0.043 1.761 -2.184
173 C 4.961 4.181 6.239
174 C 5.791 4.761 5.194
175 O 6.928 5.103 5.147
176 N 5.174 4.936 3.745
177 H 5.103 4.018 3.287
178 H 4.260 5.348 3.609
179 C 6.174 5.819 2.959
180 H 4.700 3.153 5.945
181 H 3.988 4.667 6.349
182 H 5.544 4.240 7.153
183 H 7.271 5.550 3.126
184 H 6.159 6.869 3.229
185 H 5.972 5.716 1.871
186 C 4.278 -4.290 -2.058
187 C 5.262 -4.851 -1.103
188 O 6.401 -5.174 -1.244
189 N 4.636 -5.164 0.202
190 H 4.155 -4.303 0.649
191 H 3.846 -5.779 -0.054
192 C 5.458 -5.796 1.234
193 H 3.356 -4.926 -2.215
194 H 4.656 -4.052 -3.026
195 H 4.004 -3.315 -1.557
196 H 6.469 -5.764 0.826
197 H 5.259 -6.882 1.386
198 H 5.413 -5.220 2.164
199 C 4.022 -9.326 -3.761
200 C 3.275 -8.631 -2.615
201 O 3.285 -7.422 -2.563
202 N 2.644 -9.418 -1.652
203 H 0.246 -7.582 -3.293
204 H 2.287 -10.281 -1.958
205 C 1.938 -8.595 -0.642
206 H 5.075 -9.173 -3.470
207 H 3.829 -8.923 -4.787
208 H 3.874 -10.377 -3.833
209 H 1.357 -7.712 -1.051
210 H 2.568 -8.098 0.084
211 H 1.243 -9.179 -0.079
212 C 4.901 5.128 -1.819
213 F 5.455 5.460 -2.994
214 F 4.379 6.148 -1.214
215 F 3.910 4.298 -2.139
216 S 6.270 4.287 -0.766
217 O 6.535 3.140 -1.606
218 O 7.273 5.277 -0.598
219 N 5.727 3.836 0.619
220 S 4.550 2.867 0.919
221 O 3.934 2.127 -0.158
222 O 4.867 2.237 2.158
223 C 3.080 3.940 1.230
224 F 3.452 5.084 1.857
225 F 2.469 4.254 0.161
226 F 2.218 3.283 1.996
227 C -0.674 -9.704 -5.913
228 F -0.165 -10.824 -6.395
229 F 0.078 -8.643 -6.253
230 F -1.838 -9.586 -6.430
231 S -0.668 -9.686 -4.107
232 O -1.893 -10.253 -3.713
233 O 0.631 -10.255 -3.848
234 N -0.659 -8.153 -3.622
235 S -2.030 -7.254 -3.558
236 O -1.518 -5.926 -3.184
237 O -2.781 -7.538 -4.724
238 C -2.964 -7.819 -2.096
239 F -3.543 -6.726 -1.584
240 F -3.871 -8.758 -2.391
241 F -2.105 -8.208 -1.115
242 C -2.155 -1.985 -3.699
243 F -3.003 -2.942 -4.121
244 F -2.530 -1.801 -2.464
245 F -0.925 -2.430 -3.663
246 S -2.460 -0.449 -4.674
247 O -3.853 -0.263 -4.871
248 O -1.813 0.521 -3.808
249 N -1.633 -0.691 -5.993
250 S -0.804 0.331 -6.728
251 O -1.628 1.172 -7.549
252 O 0.266 0.993 -5.998
253 C 0.154 -0.774 -7.893
254 F 0.864 -1.735 -7.278
255 F -0.648 -1.296 -8.807
256 F 1.026 0.054 -8.532
257 C 2.245 -0.744 2.418
258 F 2.648 -0.374 3.615
259 F 0.885 -0.651 2.427
260 F 2.667 0.087 1.480
261 S 2.545 -2.688 2.066
262 O 3.988 -2.894 1.728
263 O 2.098 -3.310 3.283
264 N 1.712 -2.975 0.742
265 S 0.162 -3.232 0.701
266 O -0.252 -3.243 2.042
267 O -0.489 -2.455 -0.284
268 C 0.179 -4.969 0.013
269 F 0.898 -5.048 -1.100
270 F 0.448 -5.990 0.927
271 F -1.060 -5.232 -0.489
272 C -5.012 2.633 -2.288
273 F -5.389 3.744 -3.089
274 F -6.234 2.120 -1.907
275 F -4.410 1.749 -2.988
276 S -4.017 3.211 -0.828
277 O -2.937 3.878 -1.502
278 O -4.792 4.092 0.014
279 N -3.862 1.769 -0.107
280 S -3.747 1.612 1.439
281 O -4.083 2.786 2.207
282 O -4.246 0.396 1.940
283 C -1.912 1.273 1.776
284 F -1.120 2.285 1.285
285 F -1.675 1.364 3.129
286 F -1.554 0.098 1.312

Atom charges from the Mulliken analysis, given in e for atoms 1 to 6: -1.2926 -0.5354 -0.2119 -1.1599 0.2823 -0.3249